[1]
A molecular structure, C24H61AsF9N5O7 in a non-equilibrium geometry, computed with ωB97M-V/def2-TZVPD.

## Properties
total charge = -2
ΔE to the lowest compared entry with this formula, charge and spin = 24.5 kJ/mol
orbital gap = 0.1616 Ha
LUMO level = 0.1097 hartree
E = -4885.94367 a.u.

Geometry as XYZ:
```
107
Properties=species:S:1:pos:R:3:lowdin_charge:R:1
C -3.9201 -8.2945 0.0702 -0.51
O -2.8244 -8.0310 -0.7486 -0.13
O -4.7579 -7.1843 -0.0532 -0.26
C -4.6611 -9.6200 -0.4196 -0.63
F -3.7853 -10.5245 -0.7975 0.12
F -5.3292 -10.2391 0.5774 0.09
F -5.5280 -9.5006 -1.3824 0.16
C -1.7141 -7.3067 -0.1911 -0.23
C -0.5732 -7.5364 -1.2370 -0.09
H -0.7388 -8.4520 -1.8049 0.06
H -0.5151 -6.7691 -2.0090 0.05
H 0.4369 -7.5388 -0.8275 0.05
H -1.3526 -7.8007 0.7107 0.10
H -1.7889 -6.2290 -0.0459 0.11
H -3.5485 -8.5374 1.0657 0.12
As 0.0500 0.4413 -0.2015 0.92
F 1.0036 0.9645 -1.6927 -0.34
F 1.5728 -0.1109 0.5190 -0.30
F -0.8895 -0.0971 1.1609 -0.28
F -1.4890 1.0797 -0.9379 -0.33
F -0.3120 -1.0931 -1.1475 -0.33
F 0.2631 2.0827 0.5886 -0.34
C -5.0186 -2.9592 4.6143 -0.08
C -6.3347 -2.7380 3.9565 -0.49
C -7.2326 -1.8541 4.8166 -0.15
O -8.4400 -1.4510 4.0378 -0.21
C -9.3691 -0.6133 4.7087 -0.13
N -6.1013 -2.0645 2.7149 0.06
H -5.1711 -3.1934 5.6678 0.07
H -4.4845 -2.0091 4.6160 0.08
H -4.4205 -3.7429 4.1493 0.10
H -6.7694 -3.7241 3.7927 0.14
H -6.6925 -0.9094 4.8799 0.12
H -7.4314 -2.2638 5.8069 0.12
H -10.0119 -1.2538 5.3127 0.08
H -10.0312 -0.0703 4.0341 0.08
H -8.9145 0.1915 5.2864 0.08
H -5.1351 -1.8187 2.8769 0.06
H -6.5748 -1.1776 2.8115 0.06
C 6.6533 -2.1963 -0.4855 -0.05
C 7.2566 -0.9405 0.2171 -0.44
C 7.3388 0.3285 -0.6834 -0.23
O 8.2748 1.2376 -0.2132 -0.18
C 8.5607 2.3589 -1.1235 -0.07
N 6.6364 -0.6854 1.4864 0.03
H 5.6005 -1.9533 -0.6294 0.08
H 6.7912 -3.1243 0.0694 0.07
H 7.1727 -2.3406 -1.4329 0.06
H 8.2629 -1.1292 0.5911 0.12
H 6.3321 0.7461 -0.6947 0.13
H 7.4747 0.0690 -1.7333 0.11
H 7.7518 3.0868 -1.0611 0.09
H 8.9760 2.1121 -2.1006 0.08
H 9.4188 2.8180 -0.6327 0.07
H 6.5813 -1.4789 2.1088 0.07
H 5.6645 -0.5550 1.2445 0.07
C 2.0209 7.0565 -2.4407 -0.05
C 2.8021 8.2552 -2.9668 -0.45
C 2.2160 9.5784 -2.3559 -0.22
O 0.8445 9.7161 -2.6414 -0.19
C 0.4954 10.3343 -3.8838 -0.09
N 4.2346 8.0852 -2.6779 0.04
H 2.4834 6.2413 -2.9971 0.08
H 0.9544 6.9740 -2.6504 0.08
H 2.2768 6.9604 -1.3855 0.08
H 2.6447 8.3654 -4.0397 0.12
H 2.7397 10.5140 -2.5524 0.11
H 2.5027 9.4068 -1.3184 0.11
H 0.9519 9.9164 -4.7811 0.08
H 0.6228 11.4168 -3.8753 0.08
H -0.5662 10.0876 -3.8953 0.09
H 4.4521 8.3570 -1.7298 0.06
H 4.6396 8.8328 -3.2230 0.06
C 3.5448 6.4311 3.8432 -0.08
C 4.3701 5.1715 4.1745 -0.45
C 3.5487 4.1602 4.9693 -0.19
O 4.3787 3.0035 5.2747 -0.17
C 3.6159 1.9540 5.8452 -0.13
N 5.0444 4.6915 2.9528 0.04
H 4.1861 7.1831 3.3834 0.07
H 3.3189 6.9366 4.7821 0.07
H 2.6552 6.1020 3.3061 0.08
H 5.1598 5.5199 4.8401 0.13
H 2.6662 3.8677 4.4003 0.13
H 3.2731 4.7666 5.8321 0.12
H 2.7175 1.5993 5.3400 0.09
H 3.2308 2.2109 6.8321 0.07
H 4.3685 1.1731 5.9543 0.09
H 4.3234 4.3961 2.3101 0.07
H 5.3875 5.5416 2.5287 0.05
C -3.6064 -2.0271 -5.4497 -0.11
C -4.3210 -3.2256 -4.9851 -0.47
C -3.6879 -4.6060 -5.4020 -0.11
O -4.7185 -5.6482 -5.1156 -0.20
C -4.5845 -6.9952 -5.5466 -0.13
N -4.2577 -3.0805 -3.5566 0.05
H -2.5679 -2.1031 -5.1277 0.09
H -3.8213 -0.9948 -5.1734 0.09
H -3.7434 -2.1275 -6.5263 0.07
H -5.3343 -3.1930 -5.3853 0.13
H -2.8333 -4.7920 -4.7514 0.12
H -3.5042 -4.6364 -6.4760 0.11
H -5.5433 -7.4871 -5.3827 0.08
H -3.9465 -7.7121 -5.0299 0.08
H -4.5797 -7.0244 -6.6362 0.07
H -3.3277 -3.4298 -3.3744 0.07
H -3.9399 -2.1288 -3.4417 0.05
```

[2]
2 unconnected molecules or ions with the total composition C3H12N3 in a non-equilibrium geometry, computed with ωB97M-V/def2-TZVPD.

## Properties
total charge = +1
ΔE to the lowest compared entry with this formula, charge and spin = 691.8 kJ/mol
orbital gap (spin up / spin down) = 0.3522 / 0.3932 Ha
LUMO level (spin up / spin down) = -0.2091 / -0.1715 hartree
E = -285.30190 a.u.

Geometry as XYZ:
```
18
Properties=species:S:1:pos:R:3:lowdin_charge:R:1
C -1.1609 0.0240 1.4038 0.00
C -1.1446 -0.0308 -0.9774 0.00
C 0.4642 -1.4099 0.1952 0.01
N 2.2136 1.1490 -1.4452 0.15
N 0.5734 1.0379 0.3250 0.20
N -0.2486 -0.1416 0.2204 -0.49
H -1.7131 0.9248 1.5805 0.10
H -1.9150 -0.7848 1.4317 0.12
H -0.3252 -0.0472 2.2146 0.14
H -0.5630 -0.1872 -1.8481 0.08
H -1.9527 -0.8898 -1.0116 0.17
H -1.5959 0.8925 -1.0713 0.08
H 0.9595 -1.4036 1.1862 0.11
H -0.3633 -2.1162 0.4888 0.13
H 1.0061 -1.4025 -0.7952 0.13
H 2.7856 1.7480 -0.8530 0.01
H 1.5524 1.7667 -1.8581 -0.02
H 1.4276 0.8707 0.8137 0.07
```

[3]
A molecular structure, C45H60KN4P3S2Si, computed with ωB97M-V/def2-TZVPD.

## Properties
total charge = -2
ΔE to the lowest compared entry with this formula, charge and spin = 7.5 kJ/mol
orbital gap = 0.1993 Ha
LUMO level = 0.1400 hartree
E = -4679.73218 a.u.

Geometry as XYZ:
```
116
Properties=species:S:1:pos:R:3:lowdin_charge:R:1
K 1.1505 -0.8613 -1.1442 0.34
C 3.0806 -2.4735 2.3594 -0.11
C 2.5156 -1.3346 1.5164 -0.59
C 3.6580 -0.5583 0.8422 -0.16
P 1.3642 -0.0984 2.3033 1.08
C 2.1228 0.1999 3.9812 -0.54
C 1.7405 1.6112 4.4362 -0.13
C 1.8962 -0.7754 5.1310 -0.13
C -0.1960 -1.0870 2.5115 -0.35
C -0.3322 -2.2355 3.2889 -0.12
C -1.5062 -2.9779 3.2857 -0.11
C -2.5642 -2.5663 2.4923 -0.11
C -2.4459 -1.4212 1.7187 -0.11
C -1.2775 -0.6530 1.7008 -0.32
Si -1.0312 0.8754 0.5255 0.62
C -0.9125 2.2615 1.8962 -0.34
C -1.6993 2.2363 3.0500 -0.13
C -1.6535 3.2442 4.0057 -0.11
C -0.7888 4.3164 3.8234 -0.10
C 0.0166 4.3493 2.6921 -0.12
C -0.0356 3.3340 1.7402 -0.40
P 1.0689 3.2138 0.2755 1.04
C -0.0292 3.9585 -1.0135 -0.57
C 0.7381 4.1083 -2.3253 -0.12
C -0.8313 5.2026 -0.6471 -0.11
C 2.4377 4.4368 0.5484 -0.56
C 2.2161 5.9476 0.5236 -0.13
C 3.2334 4.0144 1.7840 -0.14
C -2.8780 1.1379 -0.0685 -0.30
C -3.8138 1.9885 0.5232 -0.10
C -5.1102 2.1207 0.0429 -0.11
C -5.5180 1.3808 -1.0529 -0.11
C -4.6052 0.5437 -1.6826 -0.12
C -3.2944 0.4327 -1.2274 -0.37
P -1.9836 -0.5531 -2.1200 1.04
C -1.3511 0.8464 -3.2096 -0.53
C -2.3154 1.2852 -4.3052 -0.11
C 0.0554 0.5787 -3.7612 -0.15
C -2.9759 -1.5932 -3.2890 -0.58
C -2.0662 -2.2604 -4.3213 -0.13
C -3.7083 -2.6639 -2.4801 -0.13
H 3.6820 -3.1179 1.7139 0.06
H 2.2999 -3.0866 2.8076 0.06
H 3.7252 -2.0931 3.1561 0.07
H 1.9059 -1.8141 0.7476 0.01
H 4.3139 -0.1152 1.5972 0.07
H 3.3003 0.2615 0.2100 0.04
H 4.2484 -1.2393 0.2296 0.03
H 3.1961 0.2058 3.7447 0.09
H 0.6958 1.6439 4.7499 0.07
H 1.8530 2.3426 3.6354 0.03
H 2.3536 1.9263 5.2861 0.07
H 0.8388 -0.8171 5.3962 0.07
H 2.4401 -0.4329 6.0179 0.07
H 2.2307 -1.7860 4.9088 0.05
H 0.4894 -2.5844 3.8961 0.07
H -1.5848 -3.8744 3.8888 0.09
H -3.4849 -3.1396 2.4732 0.09
H -3.2891 -1.1147 1.1098 0.09
H -2.3703 1.3974 3.2031 0.10
H -2.2835 3.1886 4.8866 0.09
H -0.7338 5.1167 4.5529 0.09
H 0.6999 5.1825 2.5629 0.07
H -0.7543 3.1499 -1.1518 0.05
H 1.3890 4.9869 -2.3098 0.06
H 0.0474 4.2285 -3.1642 0.07
H 1.3597 3.2353 -2.5312 0.06
H -0.1975 6.0629 -0.4326 0.05
H -1.4548 5.0202 0.2290 0.07
H -1.4930 5.4788 -1.4739 0.07
H 3.0719 4.1951 -0.3162 0.10
H 1.5505 6.3004 1.3136 0.06
H 1.7991 6.2797 -0.4258 0.05
H 3.1747 6.4603 0.6557 0.07
H 2.7328 4.3075 2.7085 0.06
H 4.2202 4.4832 1.7763 0.07
H 3.3722 2.9327 1.8179 0.06
H -3.5300 2.5629 1.3995 0.08
H -5.8048 2.7913 0.5363 0.09
H -6.5318 1.4576 -1.4285 0.09
H -4.9295 -0.0200 -2.5466 0.08
H -1.2612 1.6604 -2.4876 0.06
H -2.3801 0.5443 -5.1028 0.06
H -1.9612 2.2157 -4.7574 0.07
H -3.3216 1.4626 -3.9229 0.06
H 0.1430 -0.3999 -4.2336 0.04
H 0.8171 0.6417 -2.9826 -0.01
H 0.3249 1.3377 -4.4995 0.08
H -3.7059 -0.9716 -3.8159 0.08
H -1.1511 -2.6637 -3.8768 0.02
H -1.7489 -1.5665 -5.1004 0.06
H -2.5945 -3.0841 -4.8108 0.07
H -2.9907 -3.3605 -2.0409 0.07
H -4.3670 -3.2456 -3.1303 0.07
H -4.3076 -2.2490 -1.6690 0.06
S 4.1612 -3.5324 -1.4195 0.51
C 2.8730 -4.6403 -1.8260 -0.73
C 2.8598 -5.8935 -1.2069 -0.10
C 1.8963 -6.8585 -1.4593 -0.23
C 1.9688 -8.1237 -0.7733 -0.20
N 2.0375 -9.1284 -0.2140 0.12
C 0.8815 -6.5760 -2.3781 -0.23
C 0.8635 -5.3358 -2.9975 -0.11
C 1.8155 -4.3345 -2.7511 -0.77
S 1.6672 -2.7947 -3.5423 0.47
C -0.1388 -7.5409 -2.7032 -0.20
N -0.9493 -8.3139 -2.9712 0.12
H 3.6483 -6.1158 -0.4968 0.10
H 0.0762 -5.1166 -3.7093 0.10
N 3.8702 -0.5733 -2.6483 -0.01
C 3.5719 0.5238 -2.8783 -0.11
H 3.9284 -1.6090 -2.3821 -0.10
N -0.1927 -3.2499 -0.2422 0.06
H 0.0733 -3.8982 -0.9763 0.00
H -1.1415 -2.9358 -0.4144 -0.01
H -0.1852 -3.7495 0.6387 0.03
```

[4]
A molecular structure, C31H45AuClF5P in a non-equilibrium geometry, computed with ωB97M-V/def2-TZVPD.

## Properties
total charge = -1
2S+1 = 3
orbital gap (spin up / spin down) = 0.0846 / 0.3067 Ha
LUMO level (spin up / spin down) = 0.0881 / 0.0857 hartree
E = -2644.76225 a.u.
<S²> = 2.004

Geometry as XYZ:
```
84
Properties=species:S:1:pos:R:3:mulliken_spin:R:1
Au -2.3516 0.3911 2.6404 0.00
Cl -4.0577 -0.5028 1.4477 0.00
P 1.8643 -1.5494 -0.6607 -1.23
C 0.8585 -0.1073 -1.1689 0.33
H 0.2862 0.1352 -0.2472 -0.11
H 1.5949 0.7087 -1.2918 -0.06
C 1.1102 -2.7158 0.5529 0.02
C 3.3041 -0.7621 0.2170 -0.53
C 1.8299 -4.0770 0.5518 -0.06
H 1.2837 -2.2328 1.5334 0.09
C 1.3397 -4.9454 1.7153 -0.07
H 1.6327 -4.5954 -0.3994 -0.02
H 2.9209 -3.9654 0.6325 0.13
C -0.1811 -5.1132 1.7026 0.04
H 1.8400 -5.9206 1.6659 -0.04
H 1.6519 -4.4693 2.6548 -0.03
C -0.9199 -3.7745 1.5933 0.02
H -0.4596 -5.7473 0.8522 0.01
H -0.4966 -5.6369 2.6092 -0.02
C -0.4031 -2.9202 0.4280 0.14
H -1.9979 -3.9336 1.4727 -0.01
H -0.7809 -3.1995 2.5199 -0.01
H -0.6254 -3.4276 -0.5248 0.01
H -0.9388 -1.9573 0.4135 -0.07
C 2.3605 -2.3840 -2.2297 -0.04
C 4.2216 0.0658 -0.7007 0.17
H 2.7810 -0.0578 0.8921 0.03
C 5.3118 0.7900 0.1088 -0.33
H 4.6968 -0.5872 -1.4502 0.61
H 3.6433 0.8127 -1.2617 0.52
C 6.1118 -0.1446 1.0198 0.24
H 5.9845 1.3073 -0.5816 -0.18
H 4.8316 1.5614 0.7256 -0.01
C 5.2253 -1.0428 1.8831 -0.02
H 6.7624 -0.7744 0.4005 -0.10
H 6.7675 0.4443 1.6667 -0.01
C 4.1025 -1.7364 1.0997 0.23
H 5.8312 -1.8153 2.3664 -0.08
H 4.7713 -0.4487 2.6872 -0.02
H 4.5418 -2.5271 0.4675 0.14
H 3.4395 -2.2365 1.8225 -0.01
C 1.2235 -3.2092 -2.8454 0.04
H 2.5591 -1.5144 -2.8853 1.02
C 1.5689 -3.5619 -4.2921 0.27
H 1.0648 -4.1311 -2.2629 -0.10
H 0.2783 -2.6598 -2.8309 0.13
C 2.8934 -4.3304 -4.3936 0.00
H 0.7531 -4.1544 -4.7220 0.05
H 1.6385 -2.6326 -4.8764 -0.36
C 4.0353 -3.6945 -3.5857 0.41
H 2.7310 -5.3581 -4.0397 0.02
H 3.1907 -4.4004 -5.4464 -0.21
C 3.6312 -3.2449 -2.1744 -0.01
H 4.8646 -4.4041 -3.5007 -0.02
H 4.4129 -2.8183 -4.1299 -0.60
H 3.4448 -4.1308 -1.5484 -0.21
H 4.4667 -2.6994 -1.7123 0.74
C -1.3414 -0.9677 -2.1511 0.20
C -0.0836 -0.1220 -2.3574 0.00
H -1.2017 -2.0279 -1.9270 0.20
C -0.4505 1.3457 -2.7446 0.08
H 0.4394 -0.5429 -3.2415 0.67
C -1.7817 1.8277 -2.1692 0.04
H 0.3500 2.0265 -2.4276 -0.04
H -0.4907 1.3886 -3.8405 0.00
C -2.9431 0.9663 -2.6465 0.00
H -1.7472 1.7965 -1.0743 -0.01
H -1.9443 2.8691 -2.4692 -0.03
C -2.7178 -0.5330 -2.3105 -0.09
H -3.8813 1.3047 -2.1919 0.00
H -3.0590 1.0677 -3.7309 -0.01
H -3.2785 -0.7641 -1.3883 0.08
H -3.1887 -1.1285 -3.1089 0.04
F -0.9993 3.2374 2.3383 0.00
C -0.3623 2.4759 3.2658 0.01
C -0.7230 1.1507 3.4905 -0.02
C 0.1147 0.3833 4.2875 0.02
F -0.0175 -0.9736 4.3553 0.00
C 1.1710 0.9557 5.0053 -0.01
F 1.9210 0.2071 5.8402 0.00
C 1.4581 2.3140 4.8446 0.00
F 2.4390 2.8913 5.5632 0.00
C 0.7059 3.0708 3.9492 0.02
F 1.0100 4.3657 3.7368 0.00
```